Version i
22
Properties=species:S:1:pos:R:3:nbo_charge:R:1 method="wB97M-V/def2-TZVPD" homo_energy_ev=-8.1 smiles=CNC[C@H](C)NCO orbital_gap_ev=9.1
C 1.66295 1.76676 -1.80173 -0.3960
N 1.36447 1.42564 -0.41044 -0.6521
C 1.27646 0.00527 -0.00382 -0.2196
C -0.05622 -0.28473 0.76521 -0.0834
C 0.32649 -1.15564 1.97994 -0.6190
N -0.94559 -0.95559 -0.21053 -0.6639
C -2.24507 -0.29459 -0.63727 0.1044
O -3.23184 -0.85069 0.13167 -0.7418
H 1.80228 2.74586 -2.03256 0.2008
H 0.93638 1.19051 -2.38994 0.1975
H 2.63662 1.29820 -2.04408 0.1544
H 1.91410 1.88487 0.31260 0.3590
H 2.10601 -0.45516 0.67142 0.1669
H 1.26431 -0.68806 -0.91027 0.2147
H -0.62866 0.45635 1.31111 0.2018
H -0.05530 -0.98376 2.97747 0.2124
H 0.21478 -2.20922 1.81812 0.2011
H 1.37479 -1.00425 2.11403 0.1989
H -1.21434 -1.86173 0.13481 0.3671
H -2.32228 -0.62692 -1.69314 0.1602
H -2.28702 0.90502 -0.52353 0.1591
H -3.89336 -0.30814 0.44092 0.4774

=====

Version ii
22
Properties=species:S:1:pos:R:3:nbo_charge:R:1 method="wB97M-V/def2-TZVPD" homo_energy_ev=-9.1 smiles=CC(C)(N)C[C@@H](N)O orbital_gap_ev=9.9
C -1.59537 0.40305 -1.51247 -0.6194
C -0.71063 0.24249 -0.26456 0.1259
C -0.31538 1.63499 0.24028 -0.6283
N -1.51609 -0.43092 0.77157 -0.8643
C 0.58394 -0.62653 -0.63533 -0.4466
C 1.44263 -1.17108 0.49617 0.2401
N 2.67366 -0.31681 0.51879 -0.8508
O 0.91473 -1.17192 1.78414 -0.7595
H -1.91129 -0.57302 -1.89856 0.2046
H -1.05858 0.92010 -2.31528 0.2126
H -2.50150 0.98368 -1.29716 0.2070
H -1.19701 2.26368 0.42040 0.2048
H 0.30225 2.15994 -0.49645 0.2202
H 0.25235 1.58233 1.17482 0.2205
H -2.05389 -1.20412 0.37268 0.3675
H -2.21748 0.21097 1.14690 0.3688
H 1.16348 -0.04543 -1.36419 0.2371
H 0.23746 -1.49836 -1.20753 0.2050
H 1.76045 -2.18853 0.24843 0.1508
H 2.43897 0.55557 0.98565 0.3486
H 3.35399 -0.76688 1.13011 0.3548
H -0.04668 -0.96320 1.70162 0.5006

=====

Version iii
22
Properties=species:S:1:pos:R:3:nbo_charge:R:1 method="wB97M-V/def2-TZVPD" homo_energy_ev=-6.9 orbital_gap_ev=7.6
C -1.04922 -0.00860 -0.21153 0.2048
C 0.23508 1.71771 1.65155 -0.4382
C -0.20842 -1.62118 -1.82619 -0.4082
C 1.90654 0.14240 0.01124 -0.3779
C -1.48535 -1.08187 0.77086 -0.6871
N 0.37258 1.06286 0.36133 -0.0455
N -0.40218 -0.27488 -1.38263 -0.7471
O 0.36805 2.07207 -0.64627 -0.6073
H 0.10281 1.50287 -1.41855 0.5113
H -1.86253 0.71834 -0.34734 0.1683
H 0.35788 0.96607 2.42932 0.2107
H -0.75129 2.17797 1.73598 0.2227
H 0.99772 2.49180 1.75539 0.2051
H -1.15363 -2.18006 -1.89750 0.1632
H 0.22132 -1.59640 -2.82932 0.1974
H 2.26455 0.46157 -0.95828 0.2248
H 1.92608 -0.92796 0.17861 0.2105
H 2.52488 0.63684 0.76135 0.1874
H 0.45809 -2.18232 -1.15075 0.1391
H -0.62152 -1.58261 1.20946 0.2138
H -2.08261 -1.83128 0.25100 0.2376
H -2.11880 -0.66335 1.55229 0.2147

=====

Relative to the most stable structure, the computed energies are version i 0.1051; version ii 0.0000; version iii 0.2008, all in hartree.

=====

Version i
22
Properties=species:S:1:pos:R:3:nbo_charge:R:1 method="wB97M-V/def2-TZVPD" homo_energy_ev=-9.6 orbital_gap_ev=10.4
C 1.65346 -2.60417 -0.17158 -0.6055
C 1.38259 -1.11608 -0.14882 -0.3921
C 0.13130 -0.75110 -0.95428 -0.4028
C -0.20326 0.72174 -0.93283 -0.2573
N -0.73131 1.08288 0.38367 -0.5318
C -1.18326 2.24874 0.55310 0.3031
N -1.22577 3.26905 -0.37755 -0.8338
H 2.57714 -2.85118 0.36347 0.2065
H 1.75306 -2.93391 -1.19620 0.1979
H 0.88251 -3.13550 0.38402 0.2136
H 2.25531 -0.56092 -0.50646 0.1852
H 1.24672 -0.74833 0.87331 0.2070
H 0.23855 -1.16164 -1.95923 0.1983
H -0.69201 -1.32119 -0.52054 0.2161
H 0.69959 1.31566 -1.05944 0.1861
H -0.89886 0.96311 -1.73380 0.1801
H -1.52629 2.58103 1.53118 0.1708
H -1.90868 3.98850 -0.23110 0.3958
H -0.93486 3.04967 -1.31312 0.3912
O -1.40709 -0.99161 2.25531 -0.9809
H -1.00519 -0.77306 3.10334 0.4567
H -1.10365 -0.27171 1.65756 0.4956

=====

Version ii
22
Properties=species:S:1:pos:R:3:nbo_charge:R:1 method="wB97M-V/def2-TZVPD" homo_energy_ev=-9.0 smiles=CC(C)(N)[C@@](C)(N)O orbital_gap_ev=9.9
C 1.22097 -0.67605 -1.45620 -0.6263
C 0.35619 -0.41433 0.02369 0.1243
C 1.39195 0.05484 1.03261 -0.6539
N -0.19214 -1.75699 0.29705 -0.8647
C -0.76332 0.54623 -0.35932 0.4310
C -1.51432 0.73098 1.22277 -0.6829
N -0.45856 1.82860 -0.84582 -0.8653
O -1.69182 -0.04935 -1.19558 -0.7400
H 0.56111 -1.00176 -2.26475 0.2214
H 1.73535 0.24064 -1.75667 0.1968
H 1.97851 -1.44930 -1.29198 0.1976
H 1.42510 1.12146 1.26978 0.2349
H 1.28651 -0.44331 2.00094 0.2110
H 2.43202 -0.14575 0.75439 0.2173
H 0.55713 -2.44372 0.22254 0.3707
H -0.53302 -1.80225 1.25569 0.3634
H -2.53082 1.08282 1.01894 0.2099
H -1.65115 -0.13207 1.87892 0.1900
H -0.98733 1.51366 1.77459 0.2078
H -1.29544 2.32706 -1.12872 0.3864
H 0.31162 1.87036 -1.50153 0.3772
H -1.63855 -1.00179 -0.95134 0.4931

=====

Version iii
22
Properties=species:S:1:pos:R:3:nbo_charge:R:1 method="wB97M-V/def2-TZVPD" homo_energy_ev=-8.3 smiles="C[C@H](N)O.C=C(C)N" orbital_gap_ev=9.0
C 2.36689 0.91793 0.31546 -0.6256
C 1.39583 -0.23365 0.48314 0.2857
N 0.93388 -0.42505 1.77670 -0.8556
O 1.84295 -1.36612 -0.23348 -0.7435
H 1.99667 1.79138 0.84805 0.2164
H 2.50794 1.15505 -0.73794 0.2044
H 3.33147 0.63685 0.74065 0.2122
H 0.36390 0.09960 -0.10282 0.1454
H -0.25364 -0.53720 1.67314 0.3608
H 1.28524 -1.30364 2.14784 0.3680
H 1.04896 -1.83455 -0.54090 0.4826
C -1.65989 -0.24021 0.90971 -0.6169
C -1.22305 -0.05406 -0.40128 0.1849
C -1.39540 1.26757 -1.11349 -0.6439
N -1.12079 -1.19959 -1.24236 -0.8476
H -2.04210 0.62112 1.43912 0.2248
H -2.12061 -1.18284 1.18144 0.2155
H -1.25572 2.09404 -0.41844 0.2324
H -0.66779 1.37131 -1.92046 0.2131
H -2.39558 1.34371 -1.54888 0.2253
H -1.78691 -1.92766 -1.02388 0.3829
H -1.15224 -0.99395 -2.23133 0.3785

=====

Relative to the most stable structure, the computed energies are version i 0.0000; version ii 0.0347; version iii 0.0814, all in hartree.

=====

Version i
22
Properties=species:S:1:pos:R:3:nbo_charge:R:1 method="wB97M-V/def2-TZVPD" homo_energy_ev=-7.4 smiles="CCN(C)C.C=NO" orbital_gap_ev=8.3
C -0.98076 -2.03570 -0.08566 -0.6445
C 0.24356 -1.22017 -0.42728 -0.1884
N 0.03489 0.47871 -0.46369 -0.3907
C -0.97967 0.89728 -1.43366 -0.4278
C 1.33269 1.06989 -0.82877 -0.4324
H -0.80718 -3.09011 -0.33482 0.2227
H -1.85838 -1.73053 -0.66213 0.2046
H -1.23431 -1.97315 0.97330 0.2368
H 1.08727 -1.46692 0.21673 0.2223
H 0.53318 -1.39010 -1.46818 0.1782
H -1.07612 1.98906 -1.46780 0.2067
H -0.72811 0.55958 -2.44338 0.1783
H -1.95813 0.49383 -1.16349 0.2041
H 2.08363 0.79260 -0.08647 0.2290
H 1.66175 0.73352 -1.81681 0.1748
H 1.27811 2.16436 -0.85089 0.2014
C -0.44301 0.94346 1.51961 -0.0752
N 0.09694 -0.01271 2.29122 -0.2935
O 1.48961 0.28225 2.43844 -0.6350
H -1.53877 0.91921 1.47743 0.1888
H 0.00124 1.95005 1.49995 0.1720
H 1.76158 -0.35442 3.11637 0.4679

=====

Version ii
22
Properties=species:S:1:pos:R:3:nbo_charge:R:1 method="wB97M-V/def2-TZVPD" homo_energy_ev=-9.0 smiles=CC[C@@H](CN)NCO orbital_gap_ev=9.7
C -1.99903 1.36158 0.49060 -0.6238
C -1.37509 0.16974 -0.28006 -0.4184
C 0.06215 -0.08071 0.17870 -0.0541
C 0.14417 -0.57442 1.64444 -0.2303
N 0.01151 0.46030 2.73331 -0.8348
N 0.98499 -1.03916 -0.47323 -0.6376
C 1.57272 -0.64672 -1.74047 0.1075
O 0.57626 0.11660 -2.43437 -0.7808
H -2.89862 1.82121 0.06776 0.2199
H -1.99402 1.08115 1.52314 0.2258
H -1.34709 2.23482 0.37213 0.1902
H -1.85779 -0.72814 0.10616 0.1885
H -1.40386 0.36302 -1.32694 0.2334
H 0.52796 0.93074 0.06858 0.1848
H 1.13715 -0.99506 1.76698 0.2005
H -0.62983 -1.35315 1.82022 0.1748
H 0.19787 1.33401 2.23173 0.3461
H 0.88590 0.31653 3.30273 0.3525
H 0.46308 -1.93724 -0.63290 0.3554
H 2.48922 0.01085 -1.51097 0.1409
H 1.94812 -1.37046 -2.45810 0.1758
H 0.61920 0.26816 -3.38193 0.4839

=====

Version iii
22
Properties=species:S:1:pos:R:3:nbo_charge:R:1 method="wB97M-V/def2-TZVPD" homo_energy_ev=-8.7 smiles=C[C@@H](CCO)NCN orbital_gap_ev=9.6
C -1.47184 1.59407 0.62755 -0.6147
C -0.82610 0.22218 0.47742 -0.0469
C -0.58718 -0.14018 -0.98697 -0.4561
C -0.65413 -1.63160 -1.30380 -0.0543
O -1.29455 -1.80870 -2.56308 -0.7315
N 0.43536 0.19263 1.28522 -0.6417
C 1.56363 1.05583 0.91031 -0.0516
N 2.79063 0.65052 1.56790 -0.8337
H -2.07229 1.66534 1.53154 0.2173
H -0.73975 2.38712 0.69944 0.2071
H -2.14180 1.79990 -0.20510 0.2093
H -1.37690 -0.58638 0.97207 0.1966
H -1.35532 0.30746 -1.63523 0.2237
H 0.30350 0.31422 -1.39690 0.2069
H -1.23368 -2.12801 -0.52147 0.1563
H 0.34352 -2.05403 -1.36710 0.1607
H -0.84721 -2.46941 -3.10260 0.4732
H 0.76795 -0.76284 1.31036 0.3402
H 1.78226 1.00859 -0.15551 0.1468
H 1.27444 2.07779 1.15453 0.1792
H 2.86435 0.99756 2.51523 0.3632
H 2.87739 -0.35914 1.56466 0.3499

=====

Version iv
22
Properties=species:S:1:pos:R:3:nbo_charge:R:1 method="wB97M-V/def2-TZVPD" homo_energy_ev=-8.8 smiles=CC(C)(N)C[C@H](N)O orbital_gap_ev=9.7
C 0.93305 0.82829 1.17710 -0.6266
C 0.81582 -0.04069 -0.06948 0.1361
C 2.05673 -0.93634 -0.18543 -0.6253
N 0.69507 0.85026 -1.22945 -0.8666
C -0.51639 -1.03761 -0.04630 -0.4132
C -1.81912 -0.30616 0.10516 0.2500
N -2.07833 0.59673 -0.94423 -0.8792
O -1.98424 0.18172 1.40934 -0.7336
H 0.08630 1.50524 1.25147 0.2307
H 0.94795 0.21046 2.07143 0.2156
H 1.85245 1.42016 1.15092 0.1954
H 2.96481 -0.33260 -0.26524 0.2032
H 2.15585 -1.57687 0.68886 0.2095
H 1.99588 -1.57309 -1.06914 0.2019
H 1.48097 1.49565 -1.26401 0.3622
H 0.70479 0.30839 -2.08802 0.3608
H -0.37176 -1.72289 0.78419 0.2201
H -0.49669 -1.54305 -1.00872 0.2131
H -2.47234 -1.32050 -0.01831 0.1171
H -1.24483 1.15398 -1.15379 0.4057
H -2.88205 1.18993 -0.77701 0.3539
H -2.82395 0.64900 1.48067 0.4690

=====

Relative to the most stable structure, the computed energies are version i 0.1305; version ii 0.0513; version iii 0.0219; version iv 0.0000, all in hartree.